65
Properties=species:S:1:pos:R:3:lowdin_charge:R:1 method="wB97M-V/def2-TZVPD" total_energy_ev=-34809.8873 charge=-1 homo_ev=-1.2861 mol_weight_da=427.54 homo_lumo_gap_ev=3.595
C -4.3978 3.1928 1.7289 -0.068
N -4.5006 2.1941 0.6509 -0.151
C -5.6843 2.3434 -0.2165 -0.185
C -5.9549 1.1124 -1.0844 -0.179
C -4.6751 0.6310 -1.7775 -0.161
C -3.5551 0.4480 -0.7946 -0.199
C -3.5220 1.2256 0.3922 -0.213
C -2.4987 0.9724 1.3165 -0.061
C -1.5444 0.0367 1.0611 -0.068
C -1.5278 -0.7372 -0.1134 -0.265
C -0.5061 -1.6816 -0.3926 -0.110
C 0.6172 -2.0319 0.4005 -0.264
C 1.5676 -2.9808 -0.0468 -0.021
C 2.6893 -3.2988 0.6883 -0.191
C 2.9352 -2.6518 1.9276 -0.197
N 4.0774 -2.9455 2.6843 -0.153
C 4.5278 -2.1380 3.8315 -0.069
C 4.9933 -4.0364 2.3021 -0.186
C 4.3570 -5.0513 1.3496 -0.181
C 3.6397 -4.3495 0.1907 -0.163
C 1.9841 -1.7301 2.3885 -0.053
C 0.8828 -1.4340 1.6463 -0.070
C -2.5753 -0.4918 -1.0330 -0.026
H -3.4470 3.1437 2.2533 0.062
H -4.4814 4.1957 1.3133 0.072
H -5.1928 3.0556 2.4609 0.074
H -6.5482 2.5691 0.4172 0.106
H -5.5143 3.2226 -0.8439 0.107
H -6.3537 0.2987 -0.4664 0.114
H -6.7369 1.3245 -1.8241 0.102
H -4.8507 -0.3143 -2.3081 0.110
H -4.3652 1.3443 -2.5513 0.111
H -2.4678 1.5021 2.2508 0.083
H -0.6424 -0.1483 1.8045 0.053
H -0.5894 -2.1940 -1.3392 0.070
H 1.4156 -3.4628 -0.9961 0.102
H 3.9153 -1.2529 3.9837 0.062
H 4.5066 -2.7236 4.7498 0.074
H 5.5479 -1.7953 3.6650 0.071
H 5.8681 -3.5735 1.8373 0.108
H 5.3434 -4.5275 3.2159 0.105
H 5.1121 -5.7500 0.9685 0.102
H 3.6348 -5.6731 1.8923 0.114
H 3.0898 -5.0749 -0.4236 0.109
H 4.3670 -3.8881 -0.4887 0.114
H 2.1083 -1.2548 3.3443 0.081
H 0.1090 -0.6057 1.9871 0.053
H -2.6045 -1.0508 -1.9512 0.102
C 2.9502 2.1253 -2.7157 -0.130
Li 0.8517 2.0038 -3.0415 0.606
C 2.6859 1.0975 -1.6454 -0.130
C 1.5521 1.3547 -0.9182 -0.057
C 0.9330 2.6162 -1.4736 -0.259
C 1.8397 3.1347 -2.5023 -0.353
C 1.3178 3.9363 -3.5693 -0.103
C -0.0751 4.2128 -3.5959 -0.120
C -0.9476 3.6846 -2.6111 -0.110
C -0.4708 2.8833 -1.5493 -0.044
H 3.9278 2.6098 -2.6041 0.073
H 3.4112 0.3195 -1.3865 0.096
H 1.1524 0.7697 -0.0830 0.094
H 1.9622 4.1761 -4.4266 0.112
H -0.4803 4.8304 -4.4011 0.092
H -2.0118 3.9303 -2.6488 0.096
H -1.1515 2.3509 -0.8791 0.105

156
Properties=species:S:1:pos:R:3:lowdin_charge:R:1 method="wB97M-V/def2-TZVPD" total_energy_ev=-129939.3266 homo_ev=-7.3937 mol_weight_da=1243.03 smiles="C=CCc1ccc(CCCO)c2c1Nc1c(c(COc3cc(C)ccc3C(C)C)cc(CCC(F)(F)F)c1B(O)N(C)C)S2.O=C1OCCO1.O=C1OCCO1.O=C1OCCO1.O=C1OCCO1.O=C1OCCO1.O=C1OCCO1.O=C1OCCO1" homo_lumo_gap_ev=7.054
C 2.0106 -6.8516 1.2504 -0.048
C 3.1806 -6.6684 0.4310 -0.141
C 3.2493 -5.7905 -0.9116 -0.151
C 1.8279 -5.1936 -1.3127 -0.106
C 1.1210 -5.8012 -2.5647 -0.013
C -0.2629 -5.3319 -3.1002 -0.015
C -0.9786 -4.1924 -2.3445 -0.185
C -2.4198 -3.5886 -2.7166 -0.174
C -3.4672 -4.1741 -1.6030 -0.144
C -4.3287 -2.9906 -0.8899 -0.254
O -4.3451 -3.1999 0.5627 -0.140
C -0.2688 -3.5998 -1.1045 -0.312
C 1.0958 -4.0476 -0.5296 -0.152
N 1.7345 -3.4905 0.6850 0.021
C 1.6047 -2.0197 0.7891 -0.126
C 0.2968 -1.2150 0.4356 -0.326
C 0.1709 0.3137 0.5933 -0.137
C -1.1161 1.1956 0.2600 -0.166
O -2.3809 0.5539 0.5395 -0.164
C -2.7898 0.7095 1.8965 -0.141
C -1.9842 0.2936 3.1468 0.051
C -2.6433 0.5094 4.5469 -0.202
C -1.8680 0.0496 5.8944 -0.105
C -4.0528 1.1176 4.7626 -0.043
C -4.8628 1.5311 3.5107 -0.011
C -4.2262 1.3255 2.1193 -0.074
C -5.0899 1.7488 0.8413 -0.355
C -5.4277 0.5497 -0.1665 -0.092
C -4.3648 2.9503 0.0533 -0.073
C 1.4551 1.0713 1.0953 0.045
C 2.7782 0.2892 1.4103 -0.119
C 4.0324 1.1771 1.8669 -0.159
C 4.2962 1.0397 3.4442 -0.044
C 5.7774 1.4195 3.8984 -0.369
F 6.5588 2.0409 2.8791 0.040
F 5.6635 2.3160 5.0021 0.048
F 6.4965 0.2572 4.3053 0.057
C 2.8878 -1.2550 1.2912 0.056
B 4.2701 -2.0694 1.6238 -0.500
O 5.5171 -1.5515 1.0816 0.065
N 4.3474 -3.3328 2.4270 -0.112
C 5.3945 -4.1707 1.7095 -0.117
C 4.9497 -2.9588 3.7735 -0.075
S -1.1171 -2.2086 -0.1913 0.980
H 2.0085 -6.3022 2.2646 0.064
H 1.1293 -7.5342 0.9928 0.072
H 4.1726 -7.1563 0.7642 0.104
H 3.5759 -6.5133 -1.7506 0.110
H 4.0424 -4.9699 -0.8219 0.098
H 1.6832 -6.6413 -3.1151 0.098
H -0.7915 -5.7770 -4.0087 0.097
H -2.7950 -3.9061 -3.7463 0.103
H -2.4643 -2.4515 -2.6210 0.088
H -4.1868 -4.8835 -2.1290 0.111
H -2.8736 -4.6716 -0.7502 0.112
H -5.4159 -3.0351 -1.2184 0.111
H -3.8549 -1.9635 -1.0719 0.072
H -3.4405 -3.3867 0.8899 0.045
H 1.1577 -3.8588 1.4746 0.138
H -1.0289 2.2166 0.7962 0.144
H -1.0889 1.4270 -0.8719 0.149
H -0.9502 -0.1546 2.9891 0.096
H -2.3578 0.4790 6.8328 0.071
H -2.0293 -1.0959 5.9429 0.082
H -0.7450 0.2271 5.8282 0.070
H -4.5302 1.2449 5.7980 0.095
H -5.9127 1.9803 3.5713 0.100
H -6.1053 2.1447 1.2291 0.128
H -5.9165 -0.3591 0.3510 0.097
H -4.5214 0.1537 -0.7486 0.063
H -6.1351 0.9902 -0.9694 0.085
H -3.9870 2.5933 -0.9632 0.079
H -5.1744 3.7560 -0.1234 0.079
H -3.5202 3.3311 0.7279 0.086
H 1.4449 2.2145 1.2368 0.105
H 3.8370 2.2816 1.5901 0.099
H 4.9632 0.8858 1.2473 0.117
H 3.5703 1.7687 3.9618 0.144
H 3.9870 -0.0240 3.7425 0.124
H 5.2532 -1.1386 0.2258 0.110
H 5.2800 -4.1099 0.5726 0.075
H 6.4679 -3.8207 1.9489 0.095
H 5.3500 -5.2708 2.0460 0.092
H 4.1468 -3.1838 4.5706 0.101
H 5.1871 -1.8357 3.7428 0.063
H 5.9046 -3.5317 4.0147 0.098
C -8.6845 -0.5589 -3.9454 -0.127
C -8.8057 -1.8942 -3.2758 -0.128
O -7.4531 -2.3096 -3.1440 0.062
C -6.6860 -1.1860 -3.1587 -0.538
O -5.5158 -1.1639 -2.9016 0.123
O -7.4176 -0.0925 -3.5013 0.065
H -9.4774 0.1296 -3.6500 0.137
H -8.6698 -0.6369 -5.0364 0.138
H -9.2530 -1.8244 -2.2799 0.137
H -9.3758 -2.6091 -3.8707 0.137
C -5.3426 7.4910 -1.2545 -0.128
C -4.2422 8.3551 -0.7203 -0.132
O -4.3510 8.1866 0.6863 0.066
C -4.9701 6.9947 0.8982 -0.551
O -5.0702 6.4661 1.9678 0.151
O -5.4576 6.4777 -0.2629 0.044
H -5.0989 7.0592 -2.2262 0.137
H -6.2957 8.0224 -1.3319 0.134
H -3.2533 8.0162 -1.0417 0.127
H -4.3638 9.4037 -0.9950 0.139
C 8.3791 4.2226 2.8684 -0.147
C 8.2951 5.4014 3.7899 -0.130
O 9.5424 6.0527 3.5915 0.064
C 9.9943 5.6875 2.3598 -0.547
O 10.9342 6.1847 1.8105 0.158
O 9.2381 4.6845 1.8341 0.064
H 7.4082 3.9380 2.4673 0.111
H 8.8363 3.3508 3.3447 0.138
H 7.4893 6.0897 3.5173 0.134
H 8.1716 5.1072 4.8331 0.137
C 3.6839 5.3938 -1.3935 -0.126
C 3.8930 4.5296 -0.1870 -0.144
O 2.8114 4.8853 0.6598 0.055
C 1.8298 5.3829 -0.1372 -0.551
O 0.7164 5.6203 0.2316 0.160
O 2.2737 5.5734 -1.4108 0.051
H 4.0266 4.9186 -2.3137 0.139
H 4.1664 6.3710 -1.2982 0.137
H 3.8225 3.4627 -0.4194 0.127
H 4.8487 4.7238 0.3024 0.136
C 2.7716 -11.6548 2.2901 -0.135
C 3.9765 -10.7635 2.2702 -0.135
O 3.8960 -10.1445 0.9941 0.051
C 2.5907 -10.1878 0.6092 -0.560
O 2.1470 -9.6077 -0.3381 0.142
O 1.8564 -10.9747 1.4424 0.064
H 2.3574 -11.7743 3.2923 0.136
H 2.9751 -12.6438 1.8694 0.135
H 3.9374 -9.9892 3.0420 0.135
H 4.9091 -11.3203 2.3738 0.135
C 1.0286 8.9655 -3.3760 -0.129
C 0.4756 8.7140 -2.0057 -0.132
O -0.8495 9.2080 -2.0972 0.056
C -1.2011 9.1758 -3.4125 -0.542
O -2.3136 9.3616 -3.8232 0.148
O -0.1267 8.9004 -4.2016 0.068
H 1.7622 8.2157 -3.6760 0.133
H 1.4775 9.9588 -3.4699 0.135
H 0.4355 7.6496 -1.7566 0.121
H 1.0345 9.2385 -1.2292 0.140
C -3.0015 -1.3334 -6.9127 -0.131
C -4.1755 -1.4922 -5.9956 -0.143
O -5.2540 -0.9709 -6.7603 0.060
C -4.8996 -1.0692 -8.0712 -0.548
O -5.6440 -0.8745 -8.9884 0.154
O -3.5903 -1.4192 -8.2038 0.063
H -2.2541 -2.1161 -6.7735 0.135
H -2.5176 -0.3578 -6.8088 0.136
H -4.3832 -2.5403 -5.7599 0.134
H -4.0554 -0.9371 -5.0641 0.125

59
Properties=species:S:1:pos:R:3:lowdin_charge:R:1 method="wB97M-V/def2-TZVPD" total_energy_ev=-33026.0998 charge=+1 homo_ev=-10.2624 mol_weight_da=388.53 homo_lumo_gap_ev=4.877
C 5.0916 3.9682 -0.8724 -0.034
O 5.0149 2.6467 -1.4480 -0.042
C 3.8719 1.9310 -1.2990 -0.213
C 3.8011 0.6954 -1.9980 0.034
C 2.6474 -0.0449 -1.9591 -0.001
C 1.5039 0.3866 -1.2142 -0.203
C 0.3344 -0.4096 -1.2670 0.091
C -0.9989 -0.0639 -0.9246 -0.190
C -1.9530 -1.1259 -0.8900 0.015
C -3.2605 -0.9118 -0.5182 0.040
C -3.6794 0.3961 -0.2244 -0.184
O -5.0273 0.5552 0.0758 0.023
C -5.8051 1.4149 -0.7124 -0.243
C -6.7593 0.8224 -1.5438 0.000
C -7.4301 1.6211 -2.4667 -0.067
C -7.1915 3.0003 -2.5153 -0.075
C -6.2851 3.5795 -1.6209 -0.067
C -5.6043 2.7942 -0.6882 -0.023
C -2.7838 1.4701 -0.2473 0.036
C -1.4748 1.2530 -0.6510 0.023
C 1.6385 1.5701 -0.4336 0.007
C 2.7766 2.3504 -0.5024 0.022
H 6.0936 4.3023 -1.1301 0.102
H 4.3447 4.6416 -1.3134 0.106
H 4.9708 3.9429 0.2182 0.101
H 4.6624 0.3804 -2.5834 0.136
H 2.5687 -0.9670 -2.5382 0.131
H 0.4604 -1.4027 -1.7034 0.137
H -1.6268 -2.1322 -1.1554 0.131
H -3.9860 -1.7202 -0.4599 0.138
H -6.9306 -0.2517 -1.4617 0.125
H -8.1462 1.1560 -3.1452 0.112
H -7.7221 3.6239 -3.2416 0.111
H -6.1066 4.6556 -1.6356 0.111
H -4.9357 3.2332 0.0534 0.110
H -3.1222 2.4617 0.0554 0.114
H -0.8165 2.1121 -0.7643 0.113
H 0.8355 1.8791 0.2337 0.116
H 2.8439 3.2987 0.0387 0.119
C 3.5190 -1.3717 2.0891 -0.039
C 2.7689 -2.6726 1.7959 -0.591
C 3.3004 -3.2735 0.4978 -0.046
C 2.9223 -3.7048 2.9563 -0.117
C 1.6180 -3.6408 3.7587 -0.153
C 0.5770 -2.9944 2.8185 -0.218
N 1.3423 -2.4492 1.7349 -0.023
H 4.5896 -1.5768 2.2180 0.086
H 3.4000 -0.6667 1.2541 0.061
H 3.1374 -0.8994 3.0033 0.089
H 4.3624 -3.5234 0.6182 0.090
H 2.7461 -4.1911 0.2653 0.086
H 3.1932 -2.5715 -0.3381 0.058
H 3.0388 -4.7040 2.5226 0.112
H 3.7995 -3.4967 3.5720 0.116
H 1.2922 -4.6261 4.1000 0.107
H 1.7584 -3.0063 4.6426 0.107
H -0.1069 -3.7736 2.4426 0.102
H -0.0322 -2.2500 3.3569 0.108
H 0.9595 -1.7202 1.1447 0.099

85
Properties=species:S:1:pos:R:3:lowdin_spin:R:1 method="wB97M-V/def2-TZVPD" total_energy_ev=-272486.2422 charge=-1 homo_ev="-5.0903 / -5.3702" mol_weight_da=974.43 homo_lumo_gap_ev="7.163 / 6.199" spin_multiplicity=2
In -0.2452 0.9513 1.2303 0.024
C -3.7673 -2.4559 0.9965 0.021
C -2.9322 -1.2047 0.9848 0.219
S -1.3506 -1.3691 1.5639 0.201
C -3.4903 -0.0085 0.4957 0.176
C -4.9237 0.0048 0.0375 0.012
S -2.6597 1.4457 0.3604 0.256
H -3.1632 -3.3133 1.2817 0.000
H -4.1893 -2.6331 0.0069 0.007
H -4.5933 -2.3622 1.7074 0.008
H -5.5509 -0.6603 0.6296 0.002
H -4.9715 -0.3300 -1.0013 0.006
H -5.3228 1.0155 0.0911 0.002
C 0.2624 -3.0307 -3.1206 0.000
C 0.6510 -3.7899 -1.8815 0.000
C 0.6477 -5.1793 -1.8732 0.000
C 1.0618 -5.8901 -0.7591 0.000
C 1.5132 -5.2080 0.3581 0.000
C 1.5356 -3.8179 0.3954 0.001
C 2.0803 -3.1007 1.5955 0.000
C 1.0738 -3.1209 -0.7245 0.002
N 0.9870 -1.6999 -0.7560 0.008
C 1.9821 -1.0160 -1.1244 0.001
C 3.3686 -1.5571 -1.3632 0.000
C 1.7201 0.4099 -1.5264 0.000
C 2.4690 0.8433 -2.7577 0.000
N 0.8824 1.1545 -0.9209 0.004
C 0.6124 2.4508 -1.4801 0.001
C 1.4354 3.5271 -1.1550 0.000
C 2.7071 3.3472 -0.3692 0.000
C 1.0784 4.7811 -1.6407 0.000
C -0.0392 4.9423 -2.4410 0.000
C -0.7965 3.8392 -2.8069 0.000
C -0.4791 2.5672 -2.3461 0.003
C -1.1929 1.3493 -2.8602 0.007
H -0.3041 -3.6601 -3.8037 0.000
H 1.1574 -2.6757 -3.6446 0.000
H -0.3596 -2.1686 -2.8851 0.000
H 0.3005 -5.7015 -2.7568 0.000
H 1.0445 -6.9727 -0.7661 0.000
H 1.8666 -5.7564 1.2240 0.000
H 2.6182 -3.7931 2.2437 0.000
H 1.2864 -2.6418 2.1835 0.000
H 2.7676 -2.3005 1.3172 0.000
H 3.5203 -2.4544 -0.7676 0.000
H 4.1235 -0.8161 -1.0982 0.000
H 3.5100 -1.8264 -2.4124 0.000
H 2.5570 0.0147 -3.4595 0.000
H 3.4798 1.1509 -2.4777 0.000
H 1.9793 1.6814 -3.2454 0.000
H 2.6490 2.5089 0.3242 0.000
H 2.9170 4.2443 0.2116 0.000
H 3.5523 3.1755 -1.0450 0.000
H 1.6877 5.6372 -1.3757 0.000
H -0.3103 5.9271 -2.8001 0.000
H -1.6441 3.9547 -3.4715 0.000
H -1.9717 1.6252 -3.5686 0.000
H -1.6548 0.7534 -2.0743 0.006
H -0.4964 0.6837 -3.3790 0.000
O -1.0949 0.9194 3.7752 0.009
C -0.1558 1.2140 4.8080 0.001
C 0.7456 2.3836 4.4078 0.000
C 1.2233 2.9913 5.7401 0.000
O 2.1538 4.0521 5.5942 0.000
C -0.0900 3.4588 3.6836 0.000
Se -0.0822 3.5187 1.7169 0.009
C 2.0029 1.9418 3.6273 0.000
Se 1.9201 0.2961 2.5478 0.001
H -1.2203 -0.0370 3.7080 0.008
H 0.4504 0.3343 5.0361 0.000
H -0.7187 1.4931 5.7076 0.000
H 1.6482 2.1945 6.3675 0.000
H 0.3703 3.4179 6.2719 0.000
H 2.8519 3.7577 4.9995 0.000
H 0.2913 4.4399 3.9656 0.000
H -1.1246 3.3918 4.0181 0.000
H 2.8055 1.7120 4.3352 0.000
H 2.3321 2.7521 2.9765 0.000
F -2.5567 -1.7238 -2.2003 0.002
As -3.5704 -2.2452 -3.5241 0.000
F -4.2997 -0.6660 -3.5573 0.000
F -2.8374 -3.8194 -3.4496 0.000
F -4.5881 -2.7627 -4.8260 0.000
F -2.3555 -1.7223 -4.6550 0.000
F -4.7784 -2.7637 -2.3742 0.001